Entry from OMol25: a 3-piece molecular cluster, C22H53B2Cl2O7Si2 overall (ωB97M-V/def2-TZVPD).

The energy comes out at -2945.826699 Eh. Its frontier orbital gap is 6.189 eV. As for the charge: -1. Its spin multiplicity is 1. As for the LUMO energy: 1.9 eV.

Last column: Mulliken charge in e.
Cartesian coordinates (Å):
C -2.2863 2.1294 4.7912  -1.069
B -2.1767 1.2342 6.1065  0.046
O -2.9463 1.7112 7.1969  -0.766
B -1.2697 -0.2115 6.3457  -0.752
C -0.1411 0.2035 7.4103  0.538
Cl 0.2231 1.9641 7.5369  -0.313
C 0.6235 -0.5883 8.1728  0.228
C 0.5136 -2.0774 8.2081  -1.056
Cl 1.8794 0.0024 9.2517  -0.270
Si -0.4696 -0.6993 4.5937  1.834
C -1.7758 -1.1082 3.2598  -1.226
C 0.6337 -2.2727 4.5969  -1.345
C 0.7475 0.6372 3.9452  -1.321
Si -2.7127 -1.4243 6.9817  1.453
C -2.9530 -1.3063 8.8628  -1.384
C -4.4212 -0.9996 6.2521  -1.475
C -2.4968 -3.2914 6.6160  -1.395
H -1.3307 2.5645 4.4920  0.284
H -2.6891 1.5836 3.9367  0.271
H -2.9682 2.9729 4.9600  0.294
H -2.7347 2.6388 7.3135  0.249
H 1.5056 -2.5278 8.2603  0.461
H -0.0103 -2.3982 9.1125  0.284
H -0.0118 -2.4799 7.3513  -0.191
H -1.8611 -2.1936 3.1808  0.313
H -2.7555 -0.6946 3.4854  0.320
H -1.4676 -0.7591 2.2707  0.169
H 0.0651 -3.1940 4.4811  0.321
H 1.3121 -2.3098 5.4471  0.321
H 1.2724 -2.2028 3.7077  0.278
H 1.6722 0.1971 3.5742  0.414
H 0.2669 1.2172 3.1546  0.202
H 0.9696 1.3318 4.7550  0.359
H -3.0829 -0.2764 9.1845  0.274
H -2.1117 -1.7503 9.3954  0.254
H -3.8290 -1.9088 9.1246  0.367
H -4.3693 -0.6654 5.2168  0.307
H -4.8294 -0.1689 6.8317  0.312
H -5.1130 -1.8369 6.3541  0.388
H -1.5238 -3.5675 6.2136  0.331
H -2.6772 -3.9026 7.5048  0.409
H -3.2408 -3.6113 5.8807  0.362
C 2.0994 -1.1574 0.4255  -0.659
O 0.9729 -0.8113 -0.3499  -0.239
C 0.5445 0.5217 -0.1187  0.052
C -0.1475 1.0787 -1.3393  -0.685
O 0.7320 1.4433 -2.3965  -0.468
C 1.2902 0.4044 -3.1798  -0.188
C 0.3143 -0.2329 -4.1446  -0.521
O -0.5513 -1.1305 -3.4739  -0.273
C -1.7775 -1.3076 -4.1402  -0.796
H 1.8671 -1.1460 1.4953  0.023
H 2.4023 -2.1631 0.1388  0.259
H 2.9312 -0.4698 0.2282  0.402
H 1.3973 1.1609 0.1379  0.376
H -0.1585 0.5170 0.7237  -0.031
H -0.6280 2.0130 -1.0413  0.407
H -0.9286 0.4010 -1.6877  0.205
H 1.7817 -0.3458 -2.5568  0.213
H 2.0680 0.8911 -3.7751  0.177
H 0.8712 -0.7933 -4.9096  0.388
H -0.2656 0.5577 -4.6376  0.366
H -2.2955 -0.3505 -4.2761  0.329
H -2.3963 -1.9535 -3.5205  0.253
H -1.6362 -1.7808 -5.1199  0.323
C 3.9020 0.2935 -6.6297  -0.706
O 2.7812 0.7313 -7.3635  -0.230
C 2.3824 2.0490 -7.0193  -0.251
C 1.6950 2.7233 -8.1832  -0.605
O 2.5740 3.1581 -9.2093  -0.443
C 3.1012 2.1782 -10.0867  -0.335
C 2.1148 1.6653 -11.1111  -0.578
O 1.2119 0.7398 -10.5329  -0.247
C -0.0102 0.6624 -11.2276  -0.779
H 3.6736 0.2119 -5.5609  0.177
H 4.1827 -0.6886 -7.0055  0.239
H 4.7480 0.9770 -6.7675  0.373
H 3.2495 2.6463 -6.7148  0.406
H 1.6778 1.9891 -6.1785  0.182
H 1.2363 3.6379 -7.8012  0.404
H 0.8970 2.0937 -8.5814  0.224
H 3.5563 1.3515 -9.5379  0.148
H 3.8954 2.6926 -10.6328  0.392
H 2.6691 1.1630 -11.9164  0.402
H 1.5686 2.5160 -11.5363  0.349
H -0.4956 1.6438 -11.2841  0.331
H -0.6581 -0.0158 -10.6759  0.236
H 0.1306 0.2732 -12.2431  0.320

Force components x, y, z for each atom (eV/Å):
-0.183 0.556 0.241
-0.266 -0.274 0.061
0.688 -0.305 0.024
-0.328 0.718 -0.286
0.307 -0.211 0.186
-0.002 -0.167 -0.055
-0.175 0.107 -0.311
0.117 -0.161 0.391
-0.009 0.051 0.069
0.345 -0.438 0.269
0.372 0.016 -0.100
0.100 0.463 -0.587
-0.581 -0.065 0.097
0.163 -0.137 0.153
-0.075 -0.448 -0.252
0.129 0.189 0.373
-0.266 -0.154 -0.053
0.141 -0.183 -0.066
0.127 -0.180 -0.049
-0.038 0.027 -0.028
-0.460 0.413 -0.065
0.058 -0.001 -0.125
-0.034 -0.027 0.028
-0.098 0.127 -0.133
-0.143 -0.055 0.077
-0.100 0.029 -0.007
-0.040 0.083 -0.046
-0.040 -0.122 0.316
-0.065 -0.142 0.171
0.029 -0.080 -0.042
0.083 0.049 -0.076
0.117 0.047 -0.130
0.169 0.023 0.040
-0.054 0.084 0.037
0.117 0.105 0.027
-0.130 0.146 0.125
-0.058 -0.154 -0.154
-0.014 0.074 -0.018
-0.044 -0.092 -0.159
0.115 0.043 0.015
0.055 0.018 0.090
-0.004 0.027 -0.082
-0.099 -0.041 0.043
0.218 0.101 -0.219
-0.118 -0.273 0.048
-0.109 0.090 0.076
0.015 0.064 -0.054
0.109 0.044 0.008
0.030 -0.247 0.039
-0.098 0.175 0.109
0.071 -0.078 0.012
0.046 0.028 0.012
-0.052 -0.021 0.004
0.012 0.005 0.071
0.001 0.008 0.009
0.042 0.183 0.039
0.012 0.014 -0.017
0.081 -0.116 0.016
-0.166 -0.118 0.007
-0.026 0.026 -0.019
0.033 0.152 -0.096
0.013 0.018 -0.015
0.003 -0.005 -0.046
0.019 -0.030 -0.004
-0.038 0.033 -0.025
-0.086 -0.022 0.007
0.177 0.091 -0.160
-0.130 -0.268 0.015
-0.110 0.098 0.043
0.006 0.034 -0.004
0.121 0.017 -0.027
-0.019 -0.177 0.022
-0.083 0.174 0.126
0.065 -0.078 0.006
0.062 0.022 0.019
-0.052 -0.020 0.001
0.013 -0.003 0.074
0.003 0.008 -0.001
0.052 0.167 0.060
0.004 0.010 -0.010
0.081 -0.122 0.009
-0.125 -0.073 0.011
0.001 0.006 0.003
0.007 0.107 -0.074
0.004 0.013 -0.011
0.005 -0.001 -0.046
0.019 -0.031 -0.008
-0.035 0.033 -0.022